Density functional theory data (ωB97M-V/def2-TZVPD) for a molecular structure, C31H54ClNO2P2PbS2Si2 at a distorted geometry.

Output
E_LUMO ... -1.4 eV
Net charge ... 0
HOMO ... -6.88 eV
Electronic energy ... -4130.0120 a.u.
Energy relative to the best compared isomer or geometry (same formula, charge and spin) ... 3.1 kcal per mole

Cartesian coordinates (Å):
H 1.62 4.66 0.94
H 0.51 -1.22 -2.95
S 0.01 3.54 -1.21
H -2.52 2.87 2.98
H 4.70 2.92 2.71
C -1.90 5.87 0.40
C -3.66 -0.86 -2.66
H -5.54 -0.14 -0.79
H -1.91 -0.62 4.80
C 2.10 1.31 -3.98
C -5.46 -1.22 -0.97
H -5.82 -1.76 -0.09
H -2.27 -2.82 1.82
H 1.40 0.46 -4.01
H 3.75 1.64 3.49
C -2.39 4.82 -0.40
S -4.09 3.00 -1.20
H 1.47 4.19 2.66
H 2.57 -2.18 -0.83
C 4.12 2.01 2.52
H 3.58 -1.85 -2.26
H 4.79 1.26 2.09
P -2.78 -1.34 0.01
H -0.50 2.64 1.81
H -4.40 -1.10 1.80
H -3.90 2.15 3.86
H -3.61 -0.08 4.89
C 1.36 -0.13 1.98
H 5.68 0.83 -0.33
Pb -0.74 0.95 -1.14
H -0.77 -3.63 0.07
C 3.29 1.06 -3.04
C -1.81 -3.98 0.06
C 0.01 -1.95 -2.31
H 5.98 -0.91 -0.38
H -4.73 -3.08 1.77
C 2.14 4.19 1.79
H -0.19 -1.65 2.52
H -0.82 6.04 0.41
H -4.67 -3.77 0.13
C 1.27 1.27 1.74
H 0.32 -1.86 -1.27
C -4.11 -3.65 1.07
H -2.12 -4.09 -0.98
H 2.47 1.45 -5.00
H -4.24 0.39 0.83
H -5.72 5.02 0.31
C -2.73 -3.03 0.84
C -2.80 6.63 1.14
H 3.93 3.14 -2.98
C -3.68 -0.42 1.31
H 4.34 2.38 -0.42
C -4.67 5.29 0.32
H -3.97 -4.65 1.50
C -1.66 3.74 -1.01
N -2.43 2.67 -1.30
H -1.84 -4.97 0.53
H 3.03 4.78 2.04
H -4.00 2.41 2.09
C 5.37 -0.11 -0.82
C 0.06 -0.62 2.27
H 4.31 -2.56 -0.80
C 4.34 2.15 -3.23
H -3.57 0.23 -2.50
C -4.04 -1.60 -1.37
C 3.24 2.33 -0.40
H 5.25 1.99 -2.64
Si 2.69 2.45 1.42
C -0.86 0.46 2.22
C 3.56 -1.84 -1.16
H -3.21 -1.61 4.06
H -2.73 -1.23 -3.10
Cl 0.50 -3.60 -2.89
P 2.68 0.83 -1.28
H 1.54 2.21 -3.69
H 2.28 -0.71 1.98
C 3.89 -0.45 -0.60
H -6.13 -1.47 -1.80
H -2.43 7.44 1.77
C -0.10 1.62 1.88
O -4.66 3.08 -2.52
C -2.87 -0.58 4.26
C -3.77 4.54 -0.43
O -4.71 2.10 -0.24
H 4.64 2.17 -4.28
Si -2.67 0.40 2.69
H 2.86 3.23 -0.92
H -3.99 -2.68 -1.57
C -3.33 2.13 2.92
H 3.74 0.09 -3.30
H 3.69 -0.45 0.48
H 5.63 -0.06 -1.89
H -4.46 -1.02 -3.40
H -4.87 6.94 1.69
H -1.08 -1.90 -2.41
C -4.17 6.35 1.10

Results of the Mulliken charge analysis, in e, for atoms 1 through 4:
1 H 0.125
2 H -0.132
3 S -0.562
4 H 0.282